Below is a 9-piece molecular cluster, C4H24NO10 overall at a distorted geometry, with properties calculated with ωB97M-V with the def2-TZVPD basis set.

## Properties
- Frontier orbital gap: 5.70 eV
- F_max: 0.0334 Eh/bohr
- Relative energy (zero: lowest compared OMol25 entry of this formula, charge and spin): 131.6 kJ/mol
- E: -26505.606 eV
- Highest occupied orbital energy: -3.63 eV

Structure (ORCA input):
```
! wB97M-V def2-TZVPD RIJCOSX def2/J DEFGRID3
* xyz -1 1
C 8.469 -5.755 -0.434
H 12.451 -8.239 -6.548
O 8.784 -6.248 -1.721
H 10.234 -5.917 -2.647
H 11.059 -4.486 -6.297
C 7.265 -6.473 0.143
O 13.840 -6.237 -2.336
C 9.681 -5.882 0.480
H 7.461 -7.542 0.250
N 11.085 -6.137 -3.209
H 12.926 -8.230 -1.174
O 11.457 -4.329 -5.431
H 14.089 -6.167 -3.266
H 9.894 -6.922 0.731
H 7.019 -5.994 1.096
O 9.442 -10.330 -3.492
H 12.386 -4.144 -5.610
C 9.825 -9.146 -3.341
H 11.931 -6.142 -2.628
O 10.220 -8.408 -4.373
O 12.214 -7.509 -5.971
H 11.214 -5.486 -3.990
O 12.277 -8.750 -0.690
H 11.375 -7.816 -5.535
H 6.377 -6.427 -0.492
H 9.550 -5.363 1.437
H 10.934 -7.119 -3.573
H 8.983 -7.235 -1.714
O 10.676 -2.449 -3.453
H 9.290 -7.170 -5.065
O 9.937 -8.605 -2.133
H 10.063 -1.732 -3.637
H 14.496 -5.728 -1.851
H 8.267 -4.679 -0.485
O 8.718 -6.455 -5.468
H 10.871 -2.849 -4.317
H 8.012 -6.945 -5.895
H 10.564 -5.493 -0.024
H 11.447 -8.684 -1.237
*
```